Entry 1:
{
  "formula": "C4H7F2NO",
  "method": "ωB97M-V/def2-TZVPD",
  "lumo_energy_ev": 0.9,
  "de_lowest_ev": 3.9788,
  "charge": 0,
  "homo_lumo_gap_ha": 0.350,
  "symbols": ["C", "C", "C", "C", "N", "O", "F", "F", "H", "H", "H", "H", "H", "H", "H"],
  "positions_angstrom": [[0.0632, -0.3402, 0.2601], [0.7159, 2.3561, 0.8732], [-0.0205, -2.3740, -0.8834], [1.3897, 1.0949, 1.1842], [-1.0164, 0.2349, 0.0302], [0.6096, -1.5083, 0.0568], [2.4425, 1.0506, 0.3720], [1.7366, 0.6639, 2.3572], [1.2581, 2.8911, 0.1081], [-0.4032, 2.1830, 0.4802], [0.6930, 2.9333, 1.7550], [0.2604, -1.9788, -1.9649], [-1.1217, -2.1944, -0.6706], [0.2275, -3.5285, -0.7656], [-1.8230, -0.0503, -0.3348]],
  "forces_ev_per_a": [[1.3, 3.6, 1.9], [-3.0, 0.1, -0.1], [-1.3, -0.5, -1.6], [-2.5, -2.8, -4.5], [3.8, 1.3, 1.8], [1.2, -1.1, 0.1], [1.7, -0.9, -0.3], [0.0, 0.3, 1.4], [0.2, 0.0, -0.1], [2.5, 0.1, 1.0], [-0.3, 1.0, 1.1], [-0.7, -1.1, 2.1], [1.1, -0.8, -0.9], [-0.2, 2.8, 0.1], [-3.7, -2.1, -2.1]],
  "lowdin_charge": [-0.297, -0.027, -0.077, -0.463, 0.135, -0.089, 0.069, 0.146, 0.085, 0.114, 0.065, 0.127, 0.085, 0.125, 0.002]
}

Entry 2:
{
  "formula": "C4H7F3N4",
  "method": "ωB97M-V/def2-TZVPD",
  "lumo_energy_ev": 0.8,
  "charge": 0,
  "homo_lumo_gap_ha": 0.379,
  "symbols": ["C", "C", "C", "C", "N", "N", "N", "N", "F", "F", "F", "H", "H", "H", "H", "H", "H", "H"],
  "positions_angstrom": [[-0.5830, -1.0152, -0.9344], [0.4632, 1.5978, 1.6833], [0.6280, 0.5856, -2.1364], [-1.7616, -1.3407, -0.0540], [1.4837, -0.5365, 1.6789], [1.8348, -1.5792, 1.9148], [1.2512, 0.5151, 1.1825], [-0.4546, 0.1678, -1.3177], [-1.4753, -1.1478, 1.2471], [-2.8337, -0.5925, -0.3253], [-2.1356, -2.6203, -0.1808], [0.0711, -1.8686, -1.1536], [1.0903, 2.3022, 2.2398], [0.0372, 2.1076, 0.8179], [-0.3455, 1.2529, 2.3279], [1.3881, 1.0113, -1.4781], [1.0788, -0.2201, -2.7239], [0.2629, 1.3806, -2.7880]],
  "forces_ev_per_a": [[0.0, -0.1, -0.2], [-0.4, 0.2, 0.6], [0.5, 0.2, -0.3], [-0.6, 0.1, 0.2], [0.4, -1.5, 0.5], [-0.1, -0.5, 0.6], [0.3, 1.8, -1.8], [-0.8, -0.2, 0.5], [0.2, 0.0, 0.2], [0.0, 0.1, -0.1], [0.2, -0.3, -0.1], [0.1, 0.2, -0.1], [-0.1, 0.0, -0.1], [0.0, 0.0, 0.1], [-0.1, 0.0, 0.0], [0.1, 0.1, 0.0], [0.0, 0.0, 0.0], [0.2, -0.1, -0.1]],
  "lowdin_charge": [-0.082, -0.096, -0.119, -0.624, -0.249, 0.184, -0.024, 0.015, 0.119, 0.144, 0.133, 0.141, 0.075, 0.069, 0.076, 0.075, 0.083, 0.081]
}

Entry 3:
{
  "formula": "C4H7F3OS",
  "method": "ωB97M-V/def2-TZVPD",
  "lumo_energy_ev": [-0.5, -1.6],
  "de_lowest_ev": 3.8340,
  "charge": 0,
  "homo_lumo_gap_ha": [0.312, 0.222],
  "symbols": ["C", "C", "C", "C", "O", "F", "F", "F", "S", "H", "H", "H", "H", "H", "H", "H"],
  "positions_angstrom": [[-0.8840, -0.6591, -0.0928], [-1.4293, -1.5592, -1.0954], [-0.7909, 1.7017, 1.5066], [3.2025, -0.3452, -0.6464], [-1.5715, 1.5806, -1.1443], [2.3529, 0.6285, -0.1653], [4.4753, -0.1395, -0.2350], [2.8163, -1.5340, -0.1412], [-0.5936, 0.9660, -0.2858], [-0.4921, -0.9469, 0.8841], [-1.5524, -0.9495, -1.9448], [-2.3970, -2.1366, -0.8398], [-0.7465, -2.3791, -1.2419], [-0.6758, 1.0761, 2.3561], [0.0660, 2.4703, 1.3610], [-1.7798, 2.2260, 1.7249]],
  "forces_ev_per_a": [[-0.1, -0.6, 2.4], [-1.2, -1.4, 1.0], [0.3, 2.3, -1.5], [-0.2, 0.2, 2.8], [-1.6, 1.2, -1.7], [1.8, -1.5, -1.0], [-1.5, 0.2, -0.8], [0.1, 1.0, -0.9], [0.9, 0.6, 2.0], [0.0, -0.5, -0.3], [-0.5, 0.1, -1.5], [1.1, 1.4, -0.1], [0.5, -0.3, -0.5], [0.8, -1.0, 0.4], [-1.6, -1.1, 1.0], [1.1, -0.6, -1.1]],
  "lowdin_charge": [-0.390, -0.145, -0.193, -0.263, -0.499, 0.039, 0.101, 0.097, 0.814, 0.072, 0.049, 0.117, 0.067, 0.010, 0.057, 0.068]
}

Entry 4:
{
  "formula": "C4H7FN2O",
  "method": "ωB97M-V/def2-TZVPD",
  "smiles": "[H]/N=C(/N)OC/C=C/F",
  "lumo_energy_ev": 0.9,
  "de_lowest_ev": 1.5901,
  "charge": 0,
  "homo_lumo_gap_ha": 0.377,
  "symbols": ["H", "N", "C", "N", "O", "C", "C", "C", "F", "H", "H", "H", "H", "H", "H"],
  "positions_angstrom": [[-1.6983, 1.7806, -0.2650], [-2.3768, 1.0440, -0.2738], [-1.7616, -0.0784, -0.2209], [-2.4821, -1.2112, -0.2330], [-0.4358, -0.4410, -0.2533], [0.4647, 0.4998, 0.3445], [1.8017, -0.2182, 0.4260], [2.7903, 0.2001, -0.3178], [3.9837, -0.4409, -0.3731], [-2.0055, -2.0574, 0.0392], [-3.4587, -1.0568, -0.0069], [0.0175, 0.6944, 1.3891], [0.4478, 1.4335, -0.2199], [1.9852, -1.2370, 0.8655], [2.7278, 1.0885, -0.9006]],
  "forces_ev_per_a": [[0.2, 0.8, -0.1], [1.1, -0.5, 0.5], [-0.4, 0.0, -0.6], [-0.9, -0.9, 0.1], [-0.3, 0.9, 0.0], [-0.7, -1.0, 2.0], [-0.3, -1.0, -0.1], [0.8, 0.0, 0.1], [-0.6, 0.3, -0.1], [-0.4, 0.1, 0.0], [0.3, -0.5, -0.1], [0.9, 0.0, -1.4], [0.5, 0.0, 0.0], [-0.8, 1.3, 0.1], [0.4, 0.5, -0.5]],
  "lowdin_charge": [0.018, 0.134, -0.601, 0.136, -0.052, -0.184, -0.051, -0.153, 0.012, 0.105, 0.111, 0.153, 0.116, 0.143, 0.113]
}

Entry 5:
{
  "formula": "C4H7FN2O",
  "method": "ωB97M-V/def2-TZVPD",
  "lumo_energy_ev": 0.0,
  "de_lowest_ev": 9.5967,
  "charge": 0,
  "homo_lumo_gap_ha": 0.310,
  "symbols": ["C", "C", "C", "C", "H", "H", "H", "H", "H", "H", "H", "N", "N", "O", "F"],
  "positions_angstrom": [[-2.4312, 0.8338, -0.1588], [-1.4763, -0.3659, -0.0598], [-0.2739, -0.3138, -0.3948], [1.7763, -1.3374, -0.1860], [-2.3894, 1.8012, 0.9859], [-3.6607, 0.6450, -0.3583], [-2.0063, 1.5624, -0.9783], [0.3682, 0.6356, -0.4990], [2.4051, -2.1401, -0.3914], [3.3044, -0.4295, 1.1865], [0.9485, 1.0995, 0.7401], [0.5564, -1.3863, -0.2583], [2.6487, -0.1264, -0.0410], [2.0670, 1.0690, 0.0720], [-1.8368, -1.5472, 0.3413]],
  "forces_ev_per_a": [[-1.7, 3.1, 1.1], [-5.3, 2.3, 0.5], [7.1, 3.6, -0.7], [2.3, 3.5, 0.4], [-0.2, -3.3, -3.2], [3.8, 0.3, 0.6], [-1.0, -1.6, 1.5], [-2.5, -1.2, -1.3], [1.0, -1.7, 0.2], [-2.1, 0.9, -4.2], [4.8, -0.4, -2.0], [-1.4, -2.0, -0.9], [1.6, -3.2, 4.3], [-4.1, 1.5, 2.5], [-2.4, -1.7, 1.0]],
  "lowdin_charge": [-0.070, -0.442, -0.189, -0.202, 0.173, 0.120, 0.075, 0.112, 0.089, 0.244, 0.273, 0.089, -0.140, -0.231, 0.100]
}

Entry 6:
{
  "formula": "C4H7FN2O",
  "method": "ωB97M-V/def2-TZVPD",
  "lumo_energy_ev": 0.5,
  "de_lowest_ev": 6.7901,
  "charge": 0,
  "homo_lumo_gap_ha": 0.348,
  "symbols": ["C", "C", "C", "C", "H", "H", "H", "H", "H", "H", "H", "N", "N", "O", "F"],
  "positions_angstrom": [[-1.7216, 1.3914, -0.5093], [-0.9103, 0.1256, -0.1288], [1.3311, 0.1652, 0.1143], [2.4952, 0.4561, 0.7945], [-2.3781, 1.3440, -1.3948], [-1.1497, 2.2985, -0.8708], [-2.3834, 1.6716, 0.4406], [1.1452, -0.2292, -0.9100], [2.5634, 0.5046, 2.2694], [-0.6649, -2.3198, 1.0173], [-0.8333, -2.8711, -0.7243], [-0.9893, -1.0375, -0.7209], [-0.2515, -2.1326, -0.2880], [0.0982, 0.1507, 0.8228], [3.6491, 0.4824, 0.0880]],
  "forces_ev_per_a": [[-0.6, 0.8, 1.3], [0.7, -2.6, -1.7], [1.0, 0.0, 2.0], [-2.1, -0.8, 2.2], [0.0, -1.2, 0.6], [0.2, -1.1, 1.3], [1.5, -0.4, -2.1], [1.2, 0.8, 0.7], [-0.1, 0.1, -5.3], [1.9, 0.7, -4.6], [0.9, 0.1, 0.4], [-2.1, 3.0, -0.2], [-2.6, -1.0, 4.4], [0.5, 1.5, 0.0], [-0.4, -0.1, 0.9]],
  "lowdin_charge": [-0.020, -0.414, -0.124, -0.136, 0.068, 0.085, 0.118, 0.127, 0.236, 0.240, 0.056, -0.073, -0.034, -0.101, -0.029]
}